# 1
10
Properties=species:S:1:pos:R:3:lowdin_spin:R:1 method="wB97M-V/def2-TZVPD" total_charge=+2 multiplicity=4 homo_lumo_gap_ev="7.54 / 7.46" e_tot_ha=-753.270934 e_lumo_ev="-8.550 / -9.004" de_lowest_kcal_mol=0.0 s_squared=3.755
C 3.15831 -1.02032 0.53283 0.18
C 3.19535 -0.47532 -0.63686 0.18
H 3.76747 -1.67628 1.16718 0.03
H 3.83261 -0.44429 -1.52909 0.03
Pr 1.02069 0.36646 0.41996 2.59
C -1.30888 1.25679 -0.27542 -0.01
C -2.29994 0.47159 -0.46686 -0.01
O -3.16048 -0.34255 -0.62760 0.00
H -1.38956 2.34437 -0.31183 0.00
Li -4.12208 -1.44642 -1.74966 0.00

# 2
19
Properties=species:S:1:pos:R:3:lowdin_charge:R:1 method="wB97M-V/def2-TZVPD" total_charge=0 homo_lumo_gap_ev="6.81 / 6.81" e_tot_ha=-402.137459 e_lumo_ev="-1.150 / -1.149" de_lowest_kcal_mol=151.0
C 0.34900 -1.48142 1.18736 -0.16
C 1.54632 -0.64635 1.11730 -0.02
C -0.53368 -1.35318 -0.18885 -0.50
O 0.05521 -1.62866 -1.24573 -0.07
H -1.49614 -1.85194 0.06071 0.14
H 0.59237 -2.54379 1.16846 0.12
H -0.28292 -1.24164 2.04273 0.11
H 1.92814 -0.20755 2.03483 0.10
H 1.14763 0.41916 0.54768 0.05
H 2.30248 -0.95224 0.39857 0.11
C -1.62173 0.59611 -1.36336 -0.13
C 0.49357 1.53117 0.13904 -0.11
O -1.05561 0.22265 -0.11233 -0.25
N 0.96840 2.07382 -0.85559 0.13
H 0.89637 3.08455 -0.94364 0.09
H 0.03209 1.89212 1.05653 0.14
H -2.45127 -0.07108 -1.60782 0.09
H -1.99388 1.61980 -1.27537 0.08
H -0.87634 0.53849 -2.16056 0.08

# 3
76
Properties=species:S:1:pos:R:3:lowdin_charge:R:1 method="wB97M-V/def2-TZVPD" total_charge=0 homo_lumo_gap_ev=10.00 e_tot_ha=-4242.739466 e_lumo_ev=-0.064 smiles="O=C1OC[C@@H](F)O1.O=C1OC[C@@H](F)O1.O=S1(=O)OCCO1.O=S1(=O)OCCO1.O=S1(=O)OCCO1.O=S1(=O)OCCO1.CNC(C)=O"
O -0.16408 3.18924 1.31435 0.09
C 0.06653 2.17803 0.59732 -0.59
O -0.82052 1.57591 -0.08778 0.09
C -0.34828 0.48247 -0.77836 -0.06
C 0.97384 0.25033 -0.08010 -0.25
F 1.83904 -0.09129 -1.04363 0.10
O 1.24775 1.58751 0.43113 0.15
H -0.94778 -0.42670 -0.73252 0.11
H -0.18432 0.81627 -1.80296 0.12
H 0.99898 -0.55025 0.65919 0.14
O 3.34372 -3.64937 -3.32609 0.18
C 2.45362 -2.93012 -3.66515 -0.49
O 2.19116 -1.68817 -3.11791 0.05
C 0.97429 -1.21567 -3.56415 -0.11
C 0.71842 -2.02516 -4.82800 -0.33
F 1.18735 -1.46534 -5.93341 0.10
O 1.44600 -3.18450 -4.54431 0.14
H 0.24636 -1.50847 -2.80753 0.13
H 0.98038 -0.13336 -3.69332 0.10
H -0.32646 -2.19862 -5.08534 0.16
O -0.94531 -4.02306 -1.48822 -0.23
S -0.30974 -3.94755 -0.18669 0.75
O 1.10639 -4.30840 -0.11928 -0.23
O -0.53060 -2.35947 0.38270 -0.25
C -1.78572 -2.28861 0.94532 -0.21
C -1.81471 -3.59394 1.83577 -0.14
O -1.21172 -4.59099 1.02607 -0.19
H -1.66570 -1.37486 1.52734 0.13
H -2.64630 -2.20656 0.28140 0.12
H -2.81260 -3.90970 2.14007 0.13
H -1.20048 -3.44224 2.72336 0.10
O -0.26132 2.67896 -5.92364 -0.25
S -0.57580 2.11133 -4.58002 0.80
O -1.17353 0.77628 -4.47389 -0.24
O 0.84015 2.23446 -3.65293 -0.25
C 0.93341 3.44643 -2.88335 -0.10
C -0.59328 3.81409 -2.67368 -0.19
O -1.37721 3.20966 -3.61946 -0.20
H 1.39443 3.20488 -1.92565 0.13
H 1.47292 4.16071 -3.50533 0.13
H -0.70460 4.85762 -2.96817 0.13
H -1.00416 3.59430 -1.68830 0.12
O 0.36052 -0.30249 3.42872 -0.25
S 1.19702 -1.48024 3.63086 0.80
O 1.92395 -2.06734 2.43810 -0.23
O 2.15163 -1.26858 5.01212 -0.19
C 1.38731 -1.70900 6.12589 -0.19
C 0.05242 -2.25972 5.72747 -0.22
O 0.23086 -2.58154 4.41156 -0.21
H 1.99892 -2.41589 6.68653 0.13
H 1.38329 -0.86253 6.81260 0.13
H -0.78854 -1.59041 5.90889 0.14
H -0.10142 -3.20584 6.24638 0.14
O 4.17136 5.26860 4.95206 -0.22
S 4.47279 4.08196 4.22144 0.75
O 5.69325 3.85260 3.47443 -0.23
O 4.24218 2.74466 5.20262 -0.19
C 2.87090 2.36345 5.15887 -0.19
C 2.19945 2.89098 3.93557 -0.23
O 3.15746 3.58327 3.25149 -0.21
H 2.86678 1.27412 5.19712 0.11
H 2.29441 2.75358 5.99766 0.13
H 1.62863 3.80411 4.10429 0.13
H 1.63875 2.20592 3.29962 0.12
C -4.27014 0.87172 -1.22758 -0.02
N -4.20127 0.24052 -2.58770 0.03
C -3.43554 -0.78218 -2.95303 -0.58
C -3.49905 -1.16458 -4.46252 0.00
O -2.62610 -1.37448 -2.30891 0.05
H -5.23642 1.34656 -1.05745 0.08
H -3.60143 1.73222 -1.24877 0.07
H -3.99178 0.05997 -0.55551 0.08
H -4.69305 0.73122 -3.32081 0.13
H -2.50473 -1.25498 -4.89983 0.05
H -4.02270 -0.40610 -5.04443 0.07
H -3.96022 -2.13564 -4.64262 0.08

# 4
58
Properties=species:S:1:pos:R:3:lowdin_charge:R:1 method="wB97M-V/def2-TZVPD" total_charge=-1 homo_lumo_gap_ev=2.48 e_tot_ha=-3094.543436 e_lumo_ev=2.337 de_lowest_kcal_mol=0.0
Sr 0.07269 -0.46035 -0.70411 0.51
N -1.33838 -2.09263 0.97011 -0.09
C -2.78770 -1.99878 0.68761 -0.31
C -3.04596 -1.32635 -0.64954 -0.27
N -2.58181 0.06395 -0.76419 -0.27
C -3.24829 0.96725 0.17551 -0.19
C -2.28239 1.82703 0.99424 -0.26
N -1.06341 1.09277 1.35886 -0.03
C -2.66875 0.44050 -2.17798 -0.27
C -2.35461 1.88700 -2.54510 -0.28
N -1.18761 2.47739 -1.87016 0.02
H -0.97006 -2.96433 0.57743 0.02
H -1.17165 -2.15281 1.97525 0.03
H -3.26514 -1.46311 1.50677 0.09
H -3.25783 -2.98653 0.64772 0.09
H -4.11984 -1.42179 -0.89534 0.12
H -2.53436 -1.91383 -1.42093 0.08
H -3.86477 0.36652 0.84422 0.10
H -3.94141 1.63280 -0.35157 0.12
H -2.83155 2.20594 1.86431 0.10
H -1.96311 2.67462 0.39431 0.08
H -1.22384 0.45211 2.13170 0.05
H -0.35751 1.75154 1.66983 0.06
H -3.67436 0.22788 -2.58235 0.12
H -1.98368 -0.22693 -2.72730 0.07
H -3.20671 2.52548 -2.29864 0.10
H -2.27267 1.89144 -3.64116 0.10
H -1.04790 3.40988 -2.24349 0.07
H -0.30754 1.98779 -2.02405 0.01
F 5.84453 3.28234 1.23816 0.02
C 4.88514 2.31258 1.21483 -0.32
C 3.59757 2.61160 1.12597 0.00
C 2.56635 1.52027 0.95574 -0.41
C 3.09387 0.17070 1.39950 -0.30
C 2.27044 -0.77482 1.86341 0.01
C 4.52914 -0.07062 1.28563 -0.06
C 5.38918 0.95447 1.22625 -0.03
H 3.27505 3.64320 1.05469 0.12
H 1.72432 1.75866 1.61712 0.10
H 1.22340 -0.56192 2.05465 0.03
H 2.60259 -1.77583 2.10917 0.05
H 4.88228 -1.09466 1.31137 0.11
H 6.46008 0.80134 1.18421 0.11
C 2.21340 1.50473 -3.57351 -0.26
Ge 3.28071 1.14650 -1.94991 0.72
C 3.94965 -0.69973 -2.10604 -0.24
C 4.87963 2.30149 -2.16441 -0.23
C 2.04048 1.46268 -0.50069 -0.42
H 2.84164 1.47614 -4.46664 0.01
H 1.74951 2.49350 -3.51652 0.00
H 1.42171 0.76112 -3.70368 -0.02
H 4.26350 -0.88447 -3.13601 0.01
H 3.18715 -1.44241 -1.85974 -0.02
H 4.80547 -0.85972 -1.45010 0.00
H 5.26891 2.19574 -3.18065 0.01
H 5.67450 2.03045 -1.46916 0.00
H 4.62877 3.35054 -1.99675 0.01
H 1.61232 2.45967 -0.70771 0.00

# 5
20
Properties=species:S:1:pos:R:3:lowdin_charge:R:1 method="wB97M-V/def2-TZVPD" total_charge=-1 homo_lumo_gap_ev=8.44 e_tot_ha=-440.011120 e_lumo_ev=3.935 de_lowest_kcal_mol=60.9
C 0.04836 -1.16256 0.22315 -0.21
C -0.74532 -0.88058 1.50281 -0.19
C -0.77434 0.60372 1.84356 -0.34
O 0.48928 1.17213 2.06357 -0.16
N -0.29832 -0.16734 -0.81277 -0.04
C -0.35487 -0.61850 -2.16124 -0.54
O -0.07862 -1.76013 -2.50036 -0.03
H 0.00390 -2.12464 -0.28383 0.10
H 1.09663 -0.92386 0.47621 0.11
H -0.29824 -1.39767 2.35494 0.10
H -1.74662 -1.34193 1.42138 0.10
H -1.30938 0.72366 2.79791 0.10
H -1.31912 1.18769 1.09069 0.11
H 0.34988 0.66020 -0.69486 0.04
H -1.27642 -0.09211 -2.51788 0.13
H 1.03672 0.89175 -2.79108 0.15
H 0.65605 0.19254 -2.71494 0.04
H 2.32523 1.60358 -0.23672 -0.07
H 0.79101 1.55684 1.13894 0.00
O 1.40421 1.87719 -0.19949 -0.41

# 6
12
Properties=species:S:1:pos:R:3:lowdin_charge:R:1 method="wB97M-V/def2-TZVPD" total_charge=0 homo_lumo_gap_ev=9.21 e_tot_ha=-3020.364688 e_lumo_ev=0.380 de_lowest_kcal_mol=19.7
C -0.01263 -0.81089 0.08675 -0.31
C -2.12341 0.32759 -0.16018 0.01
C 2.24990 -0.23365 0.21896 -0.80
N -0.62829 0.30662 -0.04706 0.01
O -0.23405 -1.98539 0.00385 0.11
F 2.88095 -0.70125 1.29932 0.00
F 2.90766 -0.74249 -0.87071 -0.04
Br 2.32409 1.66913 0.12675 0.75
H -2.63491 -0.60329 -0.16020 0.09
H -2.39527 1.00165 0.72622 0.13
H -2.34470 0.71433 -1.04887 0.03
H 0.01068 1.05764 -0.17484 0.02

# 7
12
Properties=species:S:1:pos:R:3:lowdin_charge:R:1 method="wB97M-V/def2-TZVPD" total_charge=0 homo_lumo_gap_ev=8.70 e_tot_ha=-356.672587 e_lumo_ev=-0.914 de_lowest_kcal_mol=116.0
C 0.09295 0.16497 -1.08333 -0.14
N -0.97578 -0.58654 -0.41649 -0.11
C 0.13198 1.30858 -0.03543 -0.48
N -0.51346 -1.65516 0.25043 -0.01
C 1.01871 0.91596 1.07859 -0.15
O -0.07134 2.49559 -0.31942 0.07
N 1.77278 0.60479 1.88868 0.18
H -1.15559 0.46128 0.36826 0.20
H -1.24916 -2.28288 0.55322 0.10
H 0.23921 -1.56803 0.93223 0.09
H 1.00700 -0.41861 -1.19611 0.12
H -0.29730 0.56005 -2.02063 0.12

# 8
19
Properties=species:S:1:pos:R:3:lowdin_charge:R:1 method="wB97M-V/def2-TZVPD" total_charge=0 homo_lumo_gap_ev=10.20 e_tot_ha=-311.017524 e_lumo_ev=0.878 de_lowest_kcal_mol=26.2 smiles=CC[C@@]1(C)C[C@H]1O
C -0.49949 1.89209 -0.87079 -0.10
C -1.02210 0.62748 -0.19181 -0.21
C 0.04570 -0.27796 0.40154 -0.44
C 1.07009 0.39902 1.29740 -0.04
C -0.41105 -1.67949 0.74992 -0.04
C 0.53631 -1.47395 -0.38237 -0.32
O 0.05531 -1.75929 -1.66327 -0.01
H 0.08618 1.65755 -1.76674 0.07
H 0.13608 2.47924 -0.19804 0.07
H -1.33383 2.53338 -1.17505 0.07
H -1.61860 0.04749 -0.90432 0.11
H -1.70275 0.92121 0.62148 0.12
H 1.92586 0.76926 0.71970 0.08
H 0.62839 1.25464 1.81889 0.08
H 1.45537 -0.28534 2.06027 0.08
H -1.42875 -1.93997 0.46825 0.12
H -0.05652 -2.15480 1.66139 0.11
H 1.57476 -1.77095 -0.21510 0.15
H 0.58948 -1.25762 -2.29201 0.10